76
Properties=species:S:1:pos:R:3 method="wB97M-V/def2-TZVPD" s2=0.760 homo_lumo_gap_ev="6.59 / 6.28" spin_multiplicity=2 homo_energy_ev="-13.511 / -13.546" total_charge=+2 mol_weight_g_mol=904.60 fmax_ev_per_a=1.965
Ru 0.24 0.46 0.05
C -2.53 5.55 -0.09
C -2.11 4.65 0.87
C -1.59 3.42 0.49
C -1.49 3.10 -0.85
C -1.91 4.00 -1.83
C -2.44 5.22 -1.44
N -0.89 1.83 -1.20
N -0.98 1.52 -2.41
C -0.27 0.37 -2.77
C -0.31 -0.04 -4.10
C 0.37 -1.18 -4.46
C 1.08 -1.89 -3.49
C 1.13 -1.45 -2.16
C 0.47 -0.30 -1.78
H -2.92 6.51 0.20
H -2.20 4.90 1.92
H -1.26 2.71 1.23
H -1.83 3.73 -2.88
H -2.77 5.92 -2.20
H -0.87 0.54 -4.82
H 0.36 -1.53 -5.48
H 1.60 -2.80 -3.76
H 1.70 -2.03 -1.44
I 2.00 2.13 -0.98
C 3.91 1.33 -1.11
C 4.56 1.76 -2.23
C 5.94 1.49 -2.40
C 6.60 0.83 -1.41
C 5.93 0.34 -0.27
C 6.66 -0.37 0.71
C 6.03 -0.92 1.79
C 4.64 -0.82 1.90
C 3.89 -0.10 1.00
P 2.11 -0.09 1.37
C 1.98 0.98 2.86
C 1.45 2.27 2.77
C 1.38 3.08 3.89
C 1.85 2.63 5.12
C 2.38 1.35 5.21
C 2.44 0.53 4.09
C 1.70 -1.77 1.90
C 0.85 -2.02 2.98
C 0.53 -3.33 3.32
C 1.04 -4.39 2.59
C 1.87 -4.15 1.50
C 2.20 -2.85 1.15
C 4.53 0.54 -0.11
H 4.04 2.34 -2.98
H 6.44 1.84 -3.29
H 7.67 0.65 -1.49
H 7.73 -0.48 0.58
H 6.59 -1.47 2.54
H 4.15 -1.35 2.71
H 1.09 2.66 1.83
H 0.98 4.09 3.80
H 1.81 3.27 5.99
H 2.74 0.98 6.16
H 2.85 -0.46 4.21
H 0.45 -1.20 3.56
H -0.11 -3.52 4.18
H 0.79 -5.40 2.86
H 2.27 -4.97 0.93
H 2.87 -2.67 0.32
Se -1.82 1.15 3.49
N -3.44 0.61 3.05
C -3.34 0.01 1.88
C -4.39 -0.56 1.07
C -4.02 -1.11 -0.12
C -2.65 -1.13 -0.57
N -1.67 -0.63 0.13
C -2.04 -0.06 1.31
N -1.07 0.50 2.02
H -5.42 -0.52 1.39
H -4.76 -1.56 -0.77
H -2.40 -1.60 -1.51

---

5
Properties=species:S:1:pos:R:3 method="wB97M-V/def2-TZVPD" homo_lumo_gap_ev=11.54 spin_multiplicity=1 homo_energy_ev=-11.320 smiles=ClC(Cl)(Cl)Cl total_charge=0 mol_weight_g_mol=153.82 fmax_ev_per_a=0.839
C -24.72 11.94 -1.73
Cl -23.44 12.41 -0.61
Cl -25.24 10.28 -1.27
Cl -26.17 12.98 -1.59
Cl -24.19 12.02 -3.40

---

70
Properties=species:S:1:pos:R:3 method="wB97M-V/def2-TZVPD" homo_lumo_gap_ev=6.27 spin_multiplicity=1 homo_energy_ev=-17.230 total_charge=+3 mol_weight_g_mol=700.79 fmax_ev_per_a=1.404
Os 0.49 1.00 0.26
O 1.35 -0.41 3.50
C 0.32 -0.21 2.94
O 0.24 0.92 2.10
C -0.95 -0.95 3.04
C -1.24 -1.52 4.28
C -2.45 -2.17 4.47
C -3.36 -2.27 3.42
C -3.06 -1.73 2.17
C -1.85 -1.07 1.97
P -1.45 -0.59 0.28
C -2.93 0.13 -0.43
C -3.47 -0.30 -1.64
C -4.61 0.32 -2.14
C -5.20 1.36 -1.45
C -4.68 1.78 -0.23
C -3.54 1.17 0.28
C -0.92 -2.06 -0.61
C -0.50 -1.95 -1.95
C -0.07 -3.07 -2.63
C -0.03 -4.31 -1.99
C -0.43 -4.42 -0.67
C -0.88 -3.30 0.03
H -0.53 -1.42 5.09
H -2.69 -2.59 5.43
H -4.31 -2.77 3.57
H -3.77 -1.84 1.36
H -3.02 -1.13 -2.18
H -5.04 -0.03 -3.07
H -6.09 1.83 -1.84
H -5.17 2.57 0.33
H -3.20 1.43 1.28
H -0.53 -0.99 -2.45
H 0.24 -2.99 -3.66
H 0.30 -5.19 -2.53
H -0.41 -5.38 -0.17
H -1.20 -3.41 1.05
C -0.86 1.89 -4.27
O -1.06 2.74 -3.09
C -0.65 2.34 -1.95
O -0.06 1.25 -1.74
N -0.86 3.21 -0.94
N -0.58 2.78 0.37
H -1.32 2.44 -5.08
H -1.36 0.94 -4.10
H 0.21 1.76 -4.44
H -1.42 4.05 -1.08
H -1.47 2.64 0.87
H -0.06 3.51 0.86
C 4.28 -0.96 1.33
N 3.29 -0.19 0.55
C 2.01 -0.85 0.42
C 3.42 1.10 0.22
N 2.26 1.81 -0.05
N 4.59 1.70 0.15
C 5.84 1.02 -0.25
C 4.71 3.17 0.22
H 3.79 -1.33 2.22
H 5.10 -0.31 1.63
H 4.66 -1.79 0.74
H 2.10 -1.86 0.01
H 1.35 -0.38 -0.36
H 1.54 -1.00 1.40
H 2.46 2.69 -0.51
H 5.64 -0.01 -0.53
H 6.57 1.06 0.56
H 6.24 1.55 -1.11
H 3.90 3.59 0.81
H 4.74 3.61 -0.78
H 5.64 3.40 0.73

---

71
Properties=species:S:1:pos:R:3 method="wB97M-V/def2-TZVPD" homo_lumo_gap_ev=7.91 spin_multiplicity=1 homo_energy_ev=-8.395 total_charge=0 mol_weight_g_mol=908.96 fmax_ev_per_a=0.353
Pb 0.51 0.12 -2.42
O 2.83 -0.42 -6.11
C 2.37 -0.43 -4.97
N 1.22 0.12 -4.56
C 0.51 0.89 -5.56
C -0.03 2.18 -4.99
C -0.15 3.32 -5.76
C -0.62 4.48 -5.18
C -0.97 4.47 -3.83
C -0.83 3.29 -3.14
N -0.38 2.17 -3.70
C 3.18 -1.13 -3.89
C 4.41 -1.68 -4.19
C 5.12 -2.29 -3.17
C 4.59 -2.34 -1.89
C 3.35 -1.77 -1.68
N 2.66 -1.18 -2.66
H -0.33 0.32 -5.98
H 1.18 1.12 -6.40
H 0.16 3.30 -6.80
H -0.70 5.39 -5.76
H -1.32 5.36 -3.33
H -1.06 3.23 -2.08
H 4.77 -1.61 -5.20
H 6.10 -2.72 -3.37
H 5.12 -2.80 -1.07
H 2.89 -1.77 -0.70
S 3.91 -3.32 3.78
C 2.56 -2.59 3.17
S 2.61 -0.98 2.49
C 0.94 -1.12 2.06
N 0.38 -2.22 2.40
N 1.29 -3.03 3.05
C 0.79 -4.31 3.46
C -0.08 -4.98 2.62
C -0.59 -6.21 3.02
C -0.23 -6.75 4.24
C 0.64 -6.06 5.08
C 1.15 -4.83 4.69
S 0.20 0.21 1.18
H -0.37 -4.54 1.68
H -1.27 -6.74 2.37
H -0.62 -7.71 4.55
H 0.92 -6.48 6.03
H 1.82 -4.29 5.34
C -4.83 3.75 4.38
C -4.11 2.73 3.55
C -4.18 2.77 2.16
C -3.52 1.84 1.36
C -3.63 1.96 -0.13
C -2.78 0.83 1.99
Se -1.89 -0.44 0.88
C -2.70 0.75 3.39
C -1.91 -0.30 4.11
C -3.37 1.71 4.14
H -5.19 4.57 3.77
H -4.18 4.15 5.16
H -5.69 3.30 4.88
H -4.75 3.55 1.68
H -4.33 2.76 -0.38
H -3.98 1.05 -0.61
H -2.67 2.21 -0.58
H -0.87 0.00 4.22
H -1.91 -1.25 3.58
H -2.32 -0.46 5.11
H -3.30 1.66 5.22
N 1.94 1.80 -1.73
C 2.58 2.78 -1.78
N 3.31 3.81 -1.78
C 2.95 4.91 -2.43
N 2.70 5.90 -2.97

---

46
Properties=species:S:1:pos:R:3 method="wB97M-V/def2-TZVPD" s2=0.765 homo_lumo_gap_ev="9.47 / 5.61" spin_multiplicity=2 homo_energy_ev="-13.118 / -13.117" total_charge=+1 mol_weight_g_mol=262.30 fmax_ev_per_a=2.336
C 2.13 1.59 -1.03
C 0.64 1.80 -0.88
C -0.03 0.69 -0.03
C -0.22 1.08 1.40
C 0.41 0.48 2.47
N -1.20 1.97 1.61
N -0.05 1.81 -2.19
H 2.65 1.58 -0.07
H 2.34 0.64 -1.53
H 2.60 2.37 -1.64
H 0.41 2.79 -0.47
H -0.99 0.44 -0.47
H 0.54 -0.24 -0.09
H 0.23 0.76 3.50
H 1.11 -0.34 2.33
H -1.31 2.40 2.52
H -1.59 2.52 0.82
H -0.08 0.86 -2.56
H 0.43 2.42 -2.84
H -1.02 -1.28 -2.23
H -0.17 -1.72 -3.42
O -0.10 -1.22 -2.61
H -1.89 -1.19 1.66
H -1.67 -2.63 1.18
O -2.34 -1.90 1.18
H 0.33 -3.25 0.51
H -0.58 -4.48 0.75
O -0.39 -3.61 1.11
H 2.13 -2.12 -0.42
H 0.92 -2.11 -1.47
O 1.38 -2.65 -0.79
H 3.52 -0.68 0.95
H 4.12 -2.05 0.51
O 3.58 -1.32 0.20
H -2.96 -0.56 -1.43
H -2.47 -1.79 -0.63
O -2.54 -1.44 -1.54
H -3.95 -0.48 0.58
H -3.20 0.79 0.86
O -3.74 0.37 0.18
H 4.19 1.15 2.45
H 2.68 0.89 2.35
O 3.53 0.45 2.35
H -3.12 1.97 -0.91
H -1.77 2.50 -1.40
O -2.53 2.73 -0.82